Computed, not measured: a structure of composition C63H50CdGeN8O4S, with wB97M-V/def2-TZVPD.

Results
HOMO (eV): -1.110
DFT total energy (eV): -158174.29230
Charge: -2
LUMO level (eV): 3.7
Energy relative to the best compared isomer or geometry (same formula, charge and spin) (kJ/mol): 0.00
Frontier orbital gap (eV): 4.8

Each line ends with the Löwdin charge.
Element x y z (Å)
C (1.85971, 1.03710, -2.09462)  -0.217
C (-2.54292, 3.04793, -1.32606)  -0.044
H (5.94792, -0.76892, -5.57744)  0.105
C (4.57465, -2.86340, 0.63300)  -0.240
C (5.40363, -1.74689, -3.75867)  -0.097
C (-4.69577, -1.80877, -2.54584)  -0.062
H (0.81768, 3.89126, 2.29928)  0.089
N (-2.64064, -0.43830, -1.30869)  0.052
C (-1.45978, -3.76391, 0.70773)  -0.904
C (2.02449, -5.34923, -3.91561)  -0.078
H (1.19506, -7.30859, -3.64839)  0.093
C (6.74739, 0.28934, -2.45489)  -0.116
C (-6.03165, -3.10996, 2.51007)  -0.085
C (0.83365, 7.27344, 2.48927)  -0.163
C (3.75874, -1.63565, 1.06543)  -0.175
H (3.59778, 0.80678, -3.34918)  0.100
N (-2.06721, -3.14933, 1.68784)  -0.038
C (2.47733, -1.32194, 0.28440)  -0.693
H (1.60007, -5.20935, -4.90287)  0.107
C (2.81314, -4.35003, -3.36355)  -0.090
C (1.80477, -6.52420, -3.21458)  -0.103
N (-1.73959, 0.85842, 1.73009)  0.123
C (0.95981, 0.19146, -2.91661)  -0.201
H (-7.29639, -3.53621, 4.19196)  0.091
H (-3.93854, 2.23186, -2.71421)  0.088
C (-2.54265, 5.29730, -2.92049)  -0.128
O (1.59000, -0.71327, 0.96039)  -0.165
C (2.38655, -6.70275, -1.96573)  -0.099
H (-3.22723, -2.32026, -4.01537)  0.109
H (-2.26929, 4.09358, 2.50655)  0.109
C (7.47236, -6.20894, -2.71682)  -0.102
C (-6.37777, -3.07176, 3.85450)  -0.110
H (1.32898, 8.08337, 3.01107)  0.070
H (4.88917, -2.54301, -4.28356)  0.091
H (-5.89606, -1.12390, -0.88512)  0.100
C (-1.74580, 5.25907, -1.79268)  -0.066
H (-1.30116, -5.59738, -0.10785)  0.055
C (6.69688, 0.27503, -3.84352)  -0.105
H (4.91992, 2.47118, -2.11021)  0.094
H (-1.58705, -1.63107, -5.07484)  0.108
H (-3.99736, 4.27102, -4.14051)  0.078
C (-0.81857, 6.50438, 0.89791)  -0.072
H (9.57132, -6.45598, -2.33721)  0.089
O (1.82260, -0.81479, -6.87429)  -0.056
O (2.43354, -1.60328, -0.93074)  -0.065
H (5.59841, -2.74927, 0.99762)  0.051
C (-3.33233, 3.09540, -2.45778)  -0.117
C (-3.54639, 1.05098, 3.28366)  -0.043
C (-2.42567, -1.04227, -2.48250)  -0.272
H (2.96683, -3.43129, -3.91347)  0.093
C (-5.53419, -2.44406, 4.75768)  -0.097
H (-2.18460, -5.53372, 1.37903)  0.078
C (-4.01909, -1.84981, 2.97452)  -0.174
C (1.17297, 5.94434, 2.73191)  -0.136
C (0.35990, -0.81398, -5.00974)  -0.079
N (-0.19789, -0.17333, -2.37250)  0.082
C (0.55706, 4.91300, 2.05352)  -0.075
Cd (-0.42498, -0.60898, -0.03628)  1.327
H (1.61023, 2.89732, 0.56430)  0.083
C (-4.86004, -2.51201, 2.07945)  -0.034
O (-0.21703, -1.77239, -7.09660)  -0.056
H (9.66971, -4.55001, -0.76450)  0.091
C (-2.80642, -1.17529, 2.42943)  -0.224
H (-5.49916, -2.34307, -3.03726)  0.103
C (-2.67568, 0.29055, 2.51310)  -0.250
H (2.19573, 0.17625, -4.71129)  0.111
C (6.02062, -0.74693, -4.49666)  -0.085
C (-2.42334, 3.02553, 2.53000)  0.012
H (7.64388, -3.25901, -0.25152)  0.088
C (6.10953, -0.70396, -1.72545)  -0.111
H (-3.96585, 0.02708, 0.18291)  0.104
H (7.18434, 1.05700, -4.41364)  0.095
C (-4.36716, -1.83255, 4.32170)  -0.052
H (-3.71934, -1.34230, 5.03750)  0.116
C (7.57563, -4.09540, -0.94184)  -0.118
C (2.07134, 2.46637, -0.31512)  -0.115
C (-1.10486, -0.81419, -3.11496)  -0.243
H (-1.06927, 6.08092, -1.60540)  0.091
C (5.42199, -1.73190, -2.36559)  -0.253
H (-0.32802, 2.07818, 0.19183)  0.064
H (3.66243, -5.85872, -0.46489)  0.101
C (3.18612, -5.70621, -1.42842)  -0.125
H (5.40219, -5.72558, -2.92341)  0.087
H (4.16407, -3.76343, 1.09817)  0.063
C (-0.41046, 5.14709, 1.03333)  -0.203
C (-3.84745, -0.48745, -0.76549)  -0.152
C (8.67734, -5.88683, -2.11017)  -0.121
H (3.86403, 3.62918, -0.13718)  0.099
H (-1.66198, 6.73950, 0.26391)  0.088
H (6.15021, -0.67569, -0.64095)  0.095
H (1.93326, 5.71761, 3.47273)  0.087
C (-0.86019, -1.14119, -4.44287)  0.053
C (1.27206, -0.11748, -4.23645)  0.060
C (-1.74805, 4.14806, -0.91325)  -0.164
Ge (4.67567, -3.23444, -1.33552)  1.053
C (-3.36645, 4.22955, -3.26121)  -0.144
C (-3.38179, 2.43650, 3.30731)  -0.069
C (-3.43402, -1.77640, -3.10614)  -0.010
C (3.91022, 2.23847, -1.79468)  -0.064
N (1.34264, 1.58754, -0.99299)  0.097
H (-4.03674, 3.04478, 3.91950)  0.102
C (-0.96415, 4.07670, 0.28476)  -0.232
C (-1.63956, 2.19822, 1.68955)  -0.311
N (-0.76485, 2.75061, 0.81697)  0.048
N (-1.49385, -5.13431, 0.76440)  0.038
H (-5.79459, -2.41943, 5.80917)  0.094
H (-2.54599, 2.14385, -0.73442)  0.068
C (6.33182, -5.47138, -2.42989)  -0.108
H (-2.51384, 6.17509, -3.55818)  0.087
C (3.16600, 1.31151, -2.49872)  -0.005
C (3.34398, 2.86163, -0.69380)  -0.048
H (-6.68138, -3.59579, 1.79182)  0.097
C (6.34755, -4.40690, -1.52528)  -0.231
H (7.28262, 1.08106, -1.94215)  0.097
H (2.23920, -7.63223, -1.42568)  0.094
C (0.69277, -1.17392, -6.49504)  -0.693
H (3.46263, -1.70476, 2.11284)  0.104
C (3.40674, -4.51903, -2.11968)  -0.285
C (8.72555, -4.81902, -1.22582)  -0.113
C (-4.92154, -1.13412, -1.35395)  -0.072
N (-1.92921, -1.81428, 1.74174)  -0.001
H (-4.58406, -2.53720, 1.03489)  0.095
C (-0.20649, 7.52412, 1.59724)  -0.139
H (7.41760, -7.03085, -3.42145)  0.094
S (-0.68736, -3.09029, -0.66268)  0.582
H (4.37137, -0.73566, 0.95142)  0.102
H (-4.33786, 0.58346, 3.84500)  0.087
H (-0.55862, 8.54233, 1.46130)  0.086